17
Properties=species:S:1:pos:R:3:forces:R:3:mulliken_charge:R:1 method="wB97M-V/def2-TZVPD" de_lowest_kcal_mol=11.4 lumo_ha=0.12338 homo_ev=-4.52 total_charge=-1
Cl -1.04099 -0.26331 2.93729 -0.2 -0.1 -0.3 -0.87
C -1.15932 1.32443 -1.49907 -0.5 2.4 -0.4 0.64
O -0.61261 2.26526 -2.09218 0.1 -1.0 0.0 -0.70
N -1.27735 1.29109 -0.17018 -0.4 -0.6 1.1 -0.27
N -1.89728 0.38413 -2.15885 0.0 -1.0 -0.4 -0.39
H -1.61133 0.48929 0.34707 0.2 0.0 0.1 0.11
H -0.92348 2.01207 0.43086 0.4 0.1 -0.3 0.17
H -1.88939 0.34302 -3.15920 0.2 0.2 0.0 0.20
H -2.52117 -0.23297 -1.67427 0.1 0.0 0.1 0.18
C 1.98102 -0.53049 0.91325 -0.1 -0.5 -1.7 0.60
O 2.84440 0.33539 0.89648 -0.2 -0.2 0.4 -0.67
N 1.81746 -1.48742 1.85497 1.1 -0.3 0.9 -0.39
N 1.16867 -0.79271 -0.18699 0.8 0.3 0.8 -0.38
H 0.97568 -2.02290 1.94492 -0.3 0.4 0.1 0.19
H 2.38266 -1.40119 2.68239 -0.3 0.2 0.1 0.20
H 0.41198 -1.42653 -0.03424 -0.3 0.1 -0.5 0.19
H 1.35105 -0.28717 -1.03225 -0.4 0.1 0.0 0.19

=====

54
Properties=species:S:1:pos:R:3:forces:R:3:mulliken_charge:R:1 method="wB97M-V/def2-TZVPD" de_lowest_kcal_mol=18.4 smiles="CCN(CC)C(=O)CSc1nc2sc3c(c2c(=O)n1CCCOC)CCC3" lumo_ha=0.01983 homo_ev=-7.65 total_charge=0
C -4.64844 -2.16020 2.11528 0.0 0.3 0.0 -1.13
C -4.28468 -0.73013 1.71461 0.0 -0.3 0.3 -0.58
N -4.19876 -0.54655 0.28199 -0.3 0.2 0.0 0.32
C -5.41662 -0.23904 -0.45287 -0.1 0.0 -0.3 -0.68
C -5.99632 -1.45805 -1.16417 0.1 0.2 0.1 -1.05
C -3.06491 -0.66150 -0.44050 0.3 0.0 0.3 0.34
O -3.03874 -0.46405 -1.64175 0.0 -0.1 -0.3 -0.69
C -1.78724 -1.02254 0.30160 0.3 0.2 0.1 -0.56
S -1.12529 0.48734 1.08595 -0.5 0.2 0.0 -0.34
C 0.59548 0.28576 0.78635 0.0 -0.8 -0.1 0.56
N 0.97991 -0.89041 0.41202 -0.4 -0.1 0.0 -0.30
C 2.29801 -1.04930 0.21381 0.6 0.5 0.1 0.24
S 2.99052 -2.54688 -0.32788 0.2 0.4 0.1 -0.36
C 4.56663 -1.83322 -0.23763 -0.2 0.3 0.2 0.18
C 4.55401 -0.53878 0.17216 0.2 -0.6 -0.1 -0.37
C 3.24959 -0.06100 0.44152 -0.5 -0.4 -0.2 0.10
C 2.81437 1.24185 0.86764 0.0 -0.3 0.0 0.49
O 3.51996 2.20362 1.09542 0.2 0.2 0.0 -0.70
N 1.41360 1.33814 1.02496 0.2 -0.2 0.2 -0.02
C 0.89837 2.67007 1.28052 0.0 0.6 0.0 -1.37
C 0.86553 3.50458 -0.00305 -0.2 -0.4 -0.1 -0.54
C -0.01759 2.90838 -1.09691 0.0 0.3 0.0 -0.58
O 0.56332 1.71069 -1.56321 0.2 0.2 0.2 -0.20
C -0.15506 1.11319 -2.61588 -0.2 0.0 -0.1 -0.77
C 5.93273 0.02959 0.20335 0.1 0.2 0.0 -0.40
C 6.82307 -1.22484 0.04856 0.0 0.0 0.0 -0.64
C 5.93202 -2.34013 -0.54660 0.1 -0.2 -0.2 -0.36
H -3.95947 -2.87370 1.66982 0.1 -0.1 0.0 0.27
H -5.65518 -2.40753 1.79005 -0.1 -0.1 0.0 0.33
H -4.60304 -2.26009 3.19654 0.0 -0.1 0.1 0.40
H -3.33737 -0.44102 2.17291 -0.1 0.0 0.0 0.25
H -5.04755 -0.04429 2.09430 0.2 0.0 0.0 0.43
H -6.14290 0.17862 0.24652 0.1 0.0 0.0 0.38
H -5.16693 0.51763 -1.20235 -0.1 0.0 0.1 0.37
H -5.26744 -1.84759 -1.86931 0.0 0.0 -0.1 0.30
H -6.89025 -1.17055 -1.71107 -0.1 0.0 -0.1 0.38
H -6.25642 -2.24151 -0.45728 -0.1 -0.1 0.1 0.25
H -1.03162 -1.33762 -0.41684 -0.2 0.0 0.1 0.56
H -1.92143 -1.78929 1.06087 0.0 -0.1 0.0 0.41
H -0.09606 2.58845 1.72300 0.1 0.1 0.0 0.63
H 1.57906 3.14484 1.99276 -0.2 -0.1 0.0 0.40
H 1.88400 3.58773 -0.38492 0.0 0.1 0.0 0.32
H 0.50054 4.50217 0.24218 0.0 0.1 0.0 0.45
H -0.10274 3.62593 -1.92879 0.0 -0.1 0.1 0.51
H -1.03211 2.71422 -0.71349 0.1 0.0 -0.1 0.23
H 0.39876 0.21903 -2.89562 -0.1 0.0 -0.1 0.21
H -0.21949 1.78742 -3.47838 0.0 0.0 0.0 0.39
H -1.16902 0.83256 -2.30966 0.1 0.0 0.0 0.22
H 6.06541 0.72553 -0.62821 0.1 0.1 0.0 0.24
H 6.13227 0.57504 1.12470 0.1 0.1 0.0 0.30
H 7.17777 -1.53678 1.03117 0.0 0.0 0.0 0.28
H 7.69237 -1.02888 -0.57607 0.1 0.0 0.0 0.32
H 6.07122 -2.43245 -1.62755 0.0 -0.1 0.0 0.26
H 6.13412 -3.31444 -0.10059 0.1 0.0 0.0 0.32

=====

45
Properties=species:S:1:pos:R:3:forces:R:3:mulliken_charge:R:1 method="wB97M-V/def2-TZVPD" lumo_ha=0.07299 homo_ev=-5.17 total_charge=-1
Co 0.30763 0.08847 -1.26975 0.0 0.0 0.2 0.61
N 0.63565 -1.90657 2.09196 0.0 0.0 0.0 -0.31
C 1.76600 -2.23853 1.12654 0.1 0.1 -0.1 0.75
C 2.70520 -3.25691 1.73345 0.0 0.0 0.0 -1.72
P 0.84499 -2.86128 -0.36428 0.0 0.0 0.0 0.75
O -0.13230 -3.93543 0.42741 0.0 0.0 0.0 -0.66
O 1.71427 -3.57743 -1.29431 0.1 -0.1 0.1 -0.87
O -0.11011 -1.71929 -0.62770 -0.1 0.0 -0.2 -0.21
P 2.53051 -0.56743 0.87143 0.0 -0.1 0.0 0.74
O 2.70505 -0.19642 2.46924 0.0 0.1 0.0 -0.59
O 3.84410 -0.60739 0.22441 0.0 0.0 0.0 -0.83
O 1.32955 0.25386 0.45037 0.0 0.1 -0.2 -0.57
H -0.00269 -2.70469 2.15272 0.0 0.0 0.0 0.39
H 0.14820 -1.09981 1.67448 0.0 0.0 0.0 0.13
H 1.01172 -1.63410 3.00006 0.0 0.0 0.0 0.39
H 2.18448 -4.18568 1.98140 0.0 0.0 0.0 0.43
H 3.19525 -2.86762 2.62884 0.0 0.0 0.0 0.43
H 3.46882 -3.48336 0.99169 0.0 0.0 0.0 0.38
H 0.12176 -4.82005 0.13795 0.0 0.0 0.0 0.34
H 3.62088 0.06965 2.61191 0.0 0.0 0.0 0.32
C -2.76964 -0.95443 -0.17966 0.0 0.0 0.0 -1.20
C -2.43460 0.49425 0.00587 0.0 0.0 0.0 0.94
C -3.39246 1.36346 0.58111 0.0 0.0 0.0 -1.03
C -3.14887 2.69909 0.69959 0.0 0.0 0.0 -0.88
C -1.94910 3.23554 0.18645 0.0 0.0 0.0 0.54
C -1.59388 4.60310 0.15698 0.0 0.0 0.0 -0.08
Br -2.73828 5.90424 0.94201 0.0 0.0 0.0 -0.27
C -0.43681 5.00785 -0.45017 0.0 0.0 0.0 -0.28
C 0.41910 4.08505 -1.06154 0.0 0.0 0.0 -0.41
Br 1.98002 4.69940 -1.92187 0.0 0.0 0.0 -0.17
C 0.14749 2.71981 -1.06392 0.0 -0.1 0.0 0.77
O 0.86769 1.82620 -1.63577 0.0 0.1 -0.1 -0.51
C -1.05189 2.31669 -0.38496 0.0 0.0 0.0 0.24
N -1.27934 0.97155 -0.40724 0.1 0.0 0.0 0.59
H -3.82223 -1.11979 0.04615 0.0 0.0 0.0 0.45
H -2.16293 -1.60124 0.45064 0.0 0.0 0.0 0.06
H -2.55637 -1.25482 -1.20567 0.0 0.0 0.0 0.27
H -4.32830 0.94264 0.92319 0.0 0.0 0.0 0.43
H -3.88012 3.35860 1.14770 0.0 0.0 0.0 0.33
H -0.17683 6.05708 -0.47622 0.0 0.0 0.0 0.40
O 0.88029 -0.28680 -4.82316 0.0 0.0 0.0 -0.73
S 0.49608 -0.88159 -3.57555 0.1 0.2 0.1 1.35
O -0.61944 -0.04567 -2.86533 0.0 -0.3 0.0 -0.50
O 1.56270 -0.62812 -2.47875 -0.2 -0.1 0.1 -0.55
O 0.09879 -2.26207 -3.62769 0.0 0.0 -0.1 -0.67

=====

56
Properties=species:S:1:pos:R:3:forces:R:3:mulliken_charge:R:1 method="wB97M-V/def2-TZVPD" de_lowest_kcal_mol=86.6 lumo_ha=0.02157 homo_ev=-8.69 total_charge=0
F 5.38701 1.01996 -1.60092 -1.1 0.8 0.0 -0.29
S 4.23320 2.17514 -1.56857 1.1 0.2 -0.3 1.13
C 2.82041 1.13745 -1.47463 -0.4 -0.2 0.2 -0.26
C 1.61576 1.63222 -1.17888 0.8 0.4 -0.7 -0.05
O 4.45523 2.88396 -0.33910 -0.3 -0.5 -0.9 -0.53
O 4.33007 2.83572 -2.83913 -0.1 -0.4 0.9 -0.58
H 3.05289 0.08612 -1.66393 -0.1 0.3 0.4 0.45
H 0.77239 0.99342 -0.90396 0.1 -0.1 -0.3 0.01
H 1.41774 2.70546 -1.21432 0.3 -0.1 0.4 0.40
C 4.08752 0.28437 4.96232 0.3 0.0 0.2 -1.48
C 2.95423 0.01886 4.01626 -0.3 0.0 -0.3 0.73
C 2.43680 1.05624 3.24036 -0.3 -0.5 0.0 -0.93
C 1.31879 0.86718 2.41647 0.4 -0.5 0.4 1.42
C 0.72365 2.06914 1.77420 -0.3 0.7 -0.3 -1.69
C 0.78731 -0.42769 2.28057 0.6 0.4 0.6 0.13
N -0.32327 -0.64816 1.41917 -1.2 -0.2 -0.8 0.27
C -0.44760 -0.17034 0.14173 -0.4 -0.4 0.3 -0.78
N -1.66106 -0.64722 -0.28337 0.5 -0.4 1.3 0.37
C -2.22827 -0.41312 -1.56433 -0.3 0.1 -0.8 0.31
C -1.41918 -0.57174 -2.70182 -0.7 -0.1 -0.2 1.08
C -0.05539 -1.16107 -2.60564 1.0 0.0 -0.1 -1.23
C -1.96544 -0.28720 -3.96039 -0.1 -0.1 0.5 -0.99
C -3.30847 0.06093 -4.10767 0.1 -0.1 0.3 0.62
C -3.85123 0.31851 -5.48070 -0.2 0.1 -0.3 -1.46
C -4.11464 0.14242 -2.96745 0.5 -0.1 -0.1 -1.06
C -3.58846 -0.06967 -1.68529 0.5 0.1 -0.5 1.07
C -4.47684 0.12927 -0.50001 -0.7 0.2 0.2 -1.70
C -2.26048 -1.42505 0.71675 -0.4 0.3 -0.8 -0.88
C -1.46360 -1.38256 1.77619 0.8 0.0 0.5 -0.88
C 1.32337 -1.50199 3.01610 0.4 0.6 -0.1 1.02
C 0.83502 -2.90344 2.83987 0.1 -0.7 0.2 -1.66
C 2.38790 -1.25436 3.89527 -0.2 0.3 -0.3 -0.99
H 4.45132 -0.65232 5.39535 0.0 0.2 0.0 0.35
H 4.91991 0.78208 4.44760 -0.2 -0.1 0.1 0.35
H 3.77403 0.93877 5.78808 0.0 -0.2 -0.2 0.30
H 2.89193 2.04709 3.28458 -0.2 -0.2 0.1 0.41
H -0.07185 1.80946 1.07038 0.2 0.2 0.2 0.18
H 0.30707 2.75125 2.53374 0.2 -0.2 -0.2 0.45
H 1.50340 2.61625 1.22848 -0.2 0.0 0.1 0.32
H 0.53166 -0.86623 -3.48341 -0.1 -0.1 0.1 0.37
H 0.48296 -0.82855 -1.71088 -0.2 -0.2 -0.4 -0.01
H -0.08021 -2.26067 -2.57453 -0.2 0.2 0.0 0.33
H -1.33228 -0.37172 -4.84622 -0.1 0.0 0.2 0.39
H -4.88738 0.66417 -5.43743 0.1 0.0 0.0 0.35
H -3.25748 1.08102 -6.00147 -0.1 -0.1 0.1 0.34
H -3.82283 -0.58971 -6.09824 0.0 0.2 0.2 0.31
H -5.16989 0.40500 -3.07585 0.3 -0.1 0.1 0.27
H -5.41462 0.58805 -0.83559 0.2 -0.1 0.1 0.40
H -4.75588 -0.81376 -0.01436 0.1 0.3 -0.1 0.34
H -4.04129 0.79327 0.25568 0.0 -0.2 -0.1 0.33
H -3.20011 -1.91295 0.56315 -0.1 -0.1 0.1 0.66
H -1.58082 -1.79673 2.75429 -0.1 -0.1 0.1 0.66
H 1.54750 -3.58547 3.32028 -0.2 0.1 -0.1 0.41
H -0.13679 -3.07918 3.31956 0.3 0.0 -0.2 0.33
H 0.76252 -3.19201 1.78352 -0.1 0.1 0.2 0.31
H 2.80379 -2.07988 4.47811 -0.1 0.2 -0.2 0.26